1.
{"formula": "C3H6N2O", "method": "ωB97M-V with the def2-TZVPD basis set", "orbital_gap_ev": 9.107, "de_lowest_ev": 1.131, "lumo_energy_ev": 0.4, "fmax_ev_per_a": 1.84, "smiles": "c1c[nH]cn1.O", "symbols": ["C", "C", "N", "C", "N", "H", "H", "H", "H", "O", "H", "H"], "positions_angstrom": [[0.4966, -1.3686, -1.7199], [0.9841, -0.7283, -0.6028], [-0.1128, -0.1557, -0.0188], [-1.2008, -0.4154, -0.7912], [-0.8452, -1.0720, -1.8688], [0.9528, -1.9758, -2.4743], [1.8886, -0.6981, -0.0271], [-0.1826, 0.3472, 0.8491], [-2.1031, 0.1571, -0.6203], [0.2638, 1.9390, 2.1541], [0.0416, 2.7618, 2.5465], [-0.1830, 1.2088, 2.5735]], "forces_ev_per_angstrom": [[-0.589, 0.916, 0.167], [-0.479, -0.595, 0.468], [-0.750, -0.049, 0.133], [0.931, 0.917, -0.587], [-0.271, -0.635, 0.277], [0.473, -0.017, 0.014], [0.437, -0.179, -0.414], [0.515, 0.181, -0.307], [-0.215, -0.528, -0.073], [0.844, -1.061, -1.239], [-0.571, 0.815, 0.765], [-0.325, 0.235, 0.795]]}

2.
{"formula": "C3H6N2O", "method": "ωB97M-V with the def2-TZVPD basis set", "orbital_gap_ev": 10.641, "de_lowest_ev": 1.357, "lumo_energy_ev": 0.9, "fmax_ev_per_a": 1.37, "smiles": "C/N=C\\NC=O", "symbols": ["C", "N", "C", "N", "C", "O", "H", "H", "H", "H", "H", "H"], "positions_angstrom": [[-1.8495, -0.4507, -0.6760], [-1.3987, 0.6688, 0.1086], [-0.1597, 0.8443, 0.2861], [0.8778, -0.0535, -0.0245], [2.2284, 0.0266, 0.2650], [3.0371, -0.7810, -0.1326], [-2.8925, -0.2667, -0.9281], [-1.2870, -0.4710, -1.6207], [-1.7648, -1.4263, -0.1852], [0.0430, 1.8835, 0.5037], [0.6361, -0.9030, -0.5231], [2.4962, 0.8804, 0.9059]], "forces_ev_per_angstrom": [[-0.170, -0.260, -0.168], [0.271, 0.106, -0.325], [-0.280, 0.226, -0.435], [-0.099, -0.079, -0.167], [-0.067, 0.025, -0.089], [-0.481, 0.352, 0.228], [-0.010, -0.252, 0.027], [-0.103, -0.217, 0.062], [0.007, 0.042, 0.034], [1.063, -0.124, 0.851], [-0.093, 0.127, 0.062], [-0.039, 0.054, -0.081]]}

3.
{"formula": "C3H6N2O", "method": "ωB97M-V with the def2-TZVPD basis set", "orbital_gap_ev": 9.480, "de_lowest_ev": 1.985, "lumo_energy_ev": 0.5, "fmax_ev_per_a": 3.74, "smiles": "c1c[nH]cn1.O", "symbols": ["C", "C", "N", "C", "N", "H", "H", "H", "H", "O", "H", "H"], "positions_angstrom": [[1.7495, -0.3590, -0.1934], [0.5095, 0.0793, -0.5864], [-0.3516, -0.0098, 0.6099], [0.4822, -0.3755, 1.7102], [1.7229, -0.5839, 1.2345], [2.7303, -0.6119, -0.6885], [-0.0148, 0.2792, -1.4685], [-1.1581, 0.5245, 0.8615], [0.2225, -0.5231, 2.8504], [-2.7079, 0.7769, -2.0416], [-3.4974, 0.4474, -1.5341], [-2.6652, 1.7559, -2.1814]], "forces_ev_per_angstrom": [[-0.461, -0.176, 2.284], [-0.683, -1.020, 3.536], [2.798, -0.409, 1.066], [1.848, -0.081, -2.128], [-1.312, -0.050, -0.148], [-1.653, 0.631, 0.285], [-0.220, 0.334, -1.266], [-0.554, 0.236, -0.809], [0.195, 0.515, -2.847], [-0.293, 0.155, 0.305], [1.117, 1.302, -0.862], [-0.783, -1.437, 0.584]]}

4.
{"formula": "C3H6N2O", "method": "ωB97M-V with the def2-TZVPD basis set", "orbital_gap_ev": 10.003, "de_lowest_ev": 1.111, "lumo_energy_ev": 0.9, "fmax_ev_per_a": 1.86, "smiles": "c1c[nH]cn1.O", "symbols": ["C", "C", "N", "C", "N", "H", "H", "H", "H", "O", "H", "H"], "positions_angstrom": [[0.3523, 0.1693, -0.5862], [0.5019, 1.4058, -0.0608], [-0.7331, 2.0073, -0.0685], [-1.6198, 1.0465, -0.5127], [-1.0079, -0.0455, -0.8448], [0.9475, -0.7291, -0.7003], [1.3600, 1.9484, 0.2805], [-1.0216, 2.6997, 0.5985], [-2.6596, 1.2812, -0.6987], [1.4917, -3.1985, 1.1914], [0.5453, -3.0606, 1.0448], [1.8432, -3.5245, 0.3569]], "forces_ev_per_angstrom": [[-1.540, -1.030, 0.165], [0.654, 0.264, 0.039], [-0.704, -0.756, 0.150], [0.375, 0.508, -0.276], [0.210, -0.028, -0.267], [0.604, 0.748, -0.001], [0.220, -0.023, 0.112], [0.158, 0.447, -0.178], [0.041, -0.152, 0.282], [-0.193, 0.071, -0.002], [0.286, -0.049, -0.042], [-0.112, 0.001, 0.019]]}

5.
{"formula": "C3H6N2O", "method": "ωB97M-V with the def2-TZVPD basis set", "orbital_gap_ev": 9.327, "de_lowest_ev": 5.599, "lumo_energy_ev": -0.5, "fmax_ev_per_a": 1.11, "symbols": ["N", "C", "C", "O", "C", "N", "H", "H", "H", "H", "H", "H"], "positions_angstrom": [[0.5229, 0.7266, 1.2642], [0.6977, -0.3777, 0.5504], [-1.0708, -0.5254, -0.8135], [-1.9172, 0.3194, -0.4376], [1.6623, -0.4099, -0.5232], [2.4527, -0.4309, -1.3708], [0.9864, 1.5183, 0.8094], [-0.7609, 1.2089, 1.1282], [0.4940, -1.3261, 1.0420], [-0.4639, -0.3293, -1.7065], [-1.1751, -1.5703, -0.4968], [-1.4283, 1.1963, 0.5541]], "forces_ev_per_angstrom": [[-0.067, -0.049, -0.210], [0.072, -0.023, 0.138], [-0.099, -0.048, -0.101], [0.231, -0.010, 0.127], [0.676, -0.006, -0.734], [-0.772, 0.019, 0.804], [-0.100, -0.040, 0.088], [0.254, 0.043, 0.203], [0.007, 0.162, -0.096], [-0.072, 0.024, 0.147], [-0.027, 0.116, -0.022], [-0.103, -0.188, -0.342]]}

6.
{"formula": "C3H6N2O", "method": "ωB97M-V with the def2-TZVPD basis set", "orbital_gap_ev": 9.550, "de_lowest_ev": 5.548, "lumo_energy_ev": 1.1, "fmax_ev_per_a": 4.37, "symbols": ["C", "C", "C", "N", "N", "O", "H", "H", "H", "H", "H", "H"], "positions_angstrom": [[0.2715, 0.7889, -1.2343], [0.9364, -0.2820, -0.9292], [-1.0031, 0.9775, -0.4303], [-0.1950, -1.0279, 0.4591], [0.5822, -1.3655, 1.5202], [-0.8944, 0.1977, 0.7238], [0.5104, 1.5285, -1.9807], [1.8038, -0.8467, -1.1564], [-1.1473, 2.0122, -0.1035], [-1.8642, 0.6685, -1.0440], [0.8772, -0.5749, 2.0955], [0.1226, -2.0762, 2.0798]], "forces_ev_per_angstrom": [[-0.080, 0.185, 0.012], [-2.686, -1.100, 3.012], [-0.030, -0.197, -0.194], [1.874, 1.261, -3.744], [0.208, 0.109, 0.716], [0.116, -0.040, 0.881], [0.176, 0.024, -0.183], [0.436, -0.268, -0.206], [0.008, -0.127, -0.092], [0.080, 0.066, 0.058], [-0.065, -0.089, -0.215], [-0.039, 0.178, -0.046]]}

7.
{"formula": "C3H6N2O", "method": "ωB97M-V with the def2-TZVPD basis set", "orbital_gap_ev": [9.427, 9.426], "de_lowest_ev": 4.676, "lumo_energy_ev": [0.7, 0.7], "fmax_ev_per_a": 5.25, "symbols": ["C", "C", "C", "N", "N", "O", "H", "H", "H", "H", "H", "H"], "positions_angstrom": [[1.7800, 0.3844, 0.0217], [0.3659, 0.0829, 0.4515], [-0.6056, 1.0481, -0.2182], [1.7131, -1.5529, -0.1901], [0.3375, -1.3702, 0.1841], [2.6832, 1.0751, -0.3230], [0.3213, 0.2834, 1.4799], [-1.6742, 0.6245, -0.3049], [-0.3322, 1.0646, -1.2110], [-0.8261, 1.9440, 0.3262], [1.9188, -1.6165, -1.2426], [0.2201, -1.7161, 1.0950]], "forces_ev_per_angstrom": [[3.265, -3.669, -1.861], [-0.836, 0.839, -0.636], [-3.037, -2.324, 0.942], [2.150, 2.929, -0.659], [-0.435, 2.387, -1.853], [-2.845, -0.797, 1.205], [-0.048, 0.168, 1.896], [1.605, -0.037, 0.470], [0.600, 1.185, -2.284], [0.818, 0.836, -0.076], [-1.354, -0.092, 1.730], [0.116, -1.425, 1.126]]}

8.
{"formula": "C3H6N2O", "method": "ωB97M-V with the def2-TZVPD basis set", "orbital_gap_ev": 10.203, "de_lowest_ev": 4.248, "lumo_energy_ev": 0.9, "fmax_ev_per_a": 2.30, "smiles": "O/N=C/[C@@H]1CN1", "symbols": ["O", "N", "C", "C", "C", "N", "H", "H", "H", "H", "H", "H"], "positions_angstrom": [[-0.4967, -1.9814, 1.8617], [-0.4538, -0.8262, 1.0475], [0.4051, -0.8783, 0.0918], [0.3390, 0.2584, -0.8764], [0.0713, 1.6501, -0.3758], [-0.9131, 0.9049, -1.1654], [0.3330, -2.4729, 1.8668], [1.1878, -1.6277, 0.0131], [0.9772, 0.0593, -1.7284], [0.3941, 2.4730, -0.9268], [-0.1680, 1.6695, 0.6906], [-1.6758, 0.7713, -0.4986]], "forces_ev_per_angstrom": [[-0.546, 0.860, 0.366], [0.965, -1.930, -0.799], [-1.194, 1.387, 1.308], [0.292, -0.495, 0.545], [-0.495, -1.562, 0.124], [-0.912, 0.710, 0.129], [0.376, 0.154, -0.401], [-0.156, -0.248, -0.126], [-0.111, 0.420, -0.211], [1.068, 1.396, -0.200], [0.434, 0.468, -0.339], [0.279, -1.159, -0.397]]}

9.
{"formula": "C3H6N2O", "method": "ωB97M-V with the def2-TZVPD basis set", "orbital_gap_ev": [8.273, 8.274], "de_lowest_ev": 6.651, "lumo_energy_ev": [0.3, 0.3], "fmax_ev_per_a": 4.70, "symbols": ["C", "C", "C", "N", "N", "O", "H", "H", "H", "H", "H", "H"], "positions_angstrom": [[-0.8481, -0.4652, 0.5511], [-0.4213, 1.7750, 1.4588], [-0.9862, -1.2206, -1.8582], [-1.2001, 0.6030, 0.9876], [-0.9332, -1.6092, 0.0533], [-0.6913, -2.8255, 0.2563], [-0.9978, 2.5816, 0.9852], [0.6025, 1.5905, 1.3392], [-0.5684, 1.9790, 2.5650], [-0.1294, -0.6890, -2.0531], [-1.0351, -2.2472, -2.2326], [-1.8789, -0.5515, -1.9896]], "forces_ev_per_angstrom": [[0.563, -0.818, 0.610], [-2.762, -0.529, 0.991], [-2.745, -0.611, 2.788], [-0.530, 0.881, 1.372], [0.010, 0.685, -4.648], [0.007, 0.037, 1.005], [1.306, 0.288, -0.181], [1.562, 0.560, -0.801], [-0.174, -0.780, -1.152], [2.156, 0.898, -0.379], [-0.099, 0.437, 0.255], [0.705, -1.048, 0.140]]}

10.
{"formula": "C3H6N2O", "method": "ωB97M-V with the def2-TZVPD basis set", "orbital_gap_ev": [8.310, 8.310], "de_lowest_ev": 5.417, "lumo_energy_ev": [0.3, 0.3], "fmax_ev_per_a": 0.60, "symbols": ["C", "N", "C", "N", "C", "O", "H", "H", "H", "H", "H", "H"], "positions_angstrom": [[1.7955, -0.3183, 0.3352], [0.3790, 1.3702, 0.3364], [-0.5144, 0.5797, -0.0152], [-0.1024, -0.8131, -0.2290], [-1.9615, 0.8814, -0.2095], [-2.7927, 0.0409, -0.4813], [2.0180, -1.3641, 0.1229], [2.3571, 0.3571, -0.2996], [1.8712, -0.0852, 1.3907], [-0.1905, -1.1046, -1.2064], [-0.6386, -1.4912, 0.3216], [-2.2206, 1.9472, -0.0657]], "forces_ev_per_angstrom": [[0.205, -0.135, 0.030], [-0.453, -0.356, -0.168], [0.344, 0.274, 0.136], [-0.001, -0.053, -0.028], [-0.285, -0.128, -0.054], [0.336, 0.323, 0.094], [-0.088, 0.160, 0.016], [-0.151, -0.077, 0.096], [-0.058, -0.005, -0.177], [0.028, 0.052, 0.130], [0.095, 0.095, -0.050], [0.028, -0.150, -0.026]]}